1.
Here is an isolated molecule of C17H30FN3O6S from the OMol25 dataset. Energies are from wB97M-V/def2-TZVPD.

For the energy above the lowest of the compared OMol25 structures with the same formula, charge and spin, the calculation gives 0.200 eV. As for the HOMO-LUMO gap: 10.13 eV.

Each line ends with the Mulliken charge.
Atoms and positions in Å:
C (-2.42588, -2.37109, 3.49084)  -1.87
C (-2.01651, -2.27463, 2.02389)  0.72
C (-3.13037, -1.58806, 1.21766)  -1.20
C (-2.84867, -1.71255, -0.26153)  0.59
O (-2.89346, -2.77646, -0.85193)  -0.67
N (-2.46108, -0.58290, -0.90365)  0.18
C (-2.31030, 0.82093, -0.54751)  -1.03
C (-1.44968, 0.96249, -1.82455)  1.10
F (-1.84009, 1.97996, -2.69009)  -0.46
C (0.05562, 1.05948, -1.54010)  0.27
O (0.78523, 0.11078, -1.76605)  -0.64
N (0.51883, 2.19846, -0.96411)  0.36
C (1.93761, 2.22608, -0.60713)  -0.68
C (2.82809, 2.41281, -1.83229)  -0.51
S (4.52713, 2.12187, -1.43956)  1.24
O (5.29851, 2.20812, -2.64003)  -0.63
O (4.85950, 2.86622, -0.27185)  -0.61
O (4.50511, 0.59226, -0.98258)  -0.46
C (-0.26286, 3.40135, -0.71888)  -0.58
C (0.19334, 4.52983, -1.64730)  0.14
N (-0.48943, 4.64287, -2.80909)  -0.33
O (1.13174, 5.23901, -1.34512)  -0.60
C (-1.90950, -0.43830, -2.24590)  -1.14
C (-0.66373, -1.55460, 1.85503)  0.45
C (0.55734, -2.44499, 1.56310)  2.29
C (0.72804, -3.51002, 2.64703)  -2.15
C (1.79631, -1.54868, 1.53908)  -1.79
C (0.41117, -3.10983, 0.19250)  -1.52
H (-2.58881, -1.37476, 3.91113)  0.39
H (-3.34825, -2.94239, 3.60946)  0.46
H (-1.64910, -2.85598, 4.08263)  0.35
H (-1.93262, -3.28790, 1.62362)  0.33
H (-4.08359, -2.08465, 1.40639)  0.58
H (-3.22675, -0.54409, 1.52914)  0.30
H (-3.24121, 1.39233, -0.61547)  0.45
H (-1.80807, 1.02752, 0.39875)  0.41
H (2.09667, 3.04511, 0.09041)  0.43
H (2.18207, 1.28511, -0.11675)  -0.04
H (2.56663, 1.71180, -2.62388)  0.40
H (2.78795, 3.43555, -2.20877)  0.32
H (4.69825, 0.03355, -1.74915)  0.35
H (-1.32200, 3.19685, -0.84276)  0.58
H (-0.08821, 3.73868, 0.30298)  0.38
H (-1.16762, 3.95347, -3.08251)  0.21
H (-0.15534, 5.30369, -3.49073)  0.25
H (-1.12271, -1.14409, -2.49766)  0.33
H (-2.67273, -0.40016, -3.02619)  0.35
H (-0.72152, -0.83039, 1.03520)  -1.34
H (-0.45929, -0.97061, 2.76046)  0.85
H (-0.12415, -4.19170, 2.68196)  0.38
H (1.61978, -4.10921, 2.45142)  0.49
H (0.84082, -3.05292, 3.63348)  0.35
H (1.70386, -0.79050, 0.75714)  0.15
H (1.93974, -1.04337, 2.49741)  0.40
H (2.69507, -2.13167, 1.32709)  0.47
H (0.35477, -2.35454, -0.59620)  0.07
H (1.27699, -3.74334, -0.01360)  0.55
H (-0.48264, -3.73182, 0.12514)  0.32

2.
Here is a structure of composition C17H30MgN6O3Se in a non-equilibrium geometry from the OMol25 dataset. Energies are from wB97M-V/def2-TZVPD.

For the energy above the lowest of the compared OMol25 structures with the same formula, charge and spin, the calculation gives 0.000 eV. As for the HOMO-LUMO gap: 6.18 eV.

Each line ends with the Mulliken charge.
Atoms and positions in Å:
Mg (-0.16522, -1.51425, -0.70603)  1.62
C (3.93548, -3.87605, -0.32592)  -0.69
O (3.83639, -2.51572, -0.85155)  -0.45
C (2.64880, -1.99062, -0.91719)  0.84
O (1.61828, -2.55584, -0.51708)  -0.89
N (2.66328, -0.77168, -1.46994)  -0.22
N (1.47948, -0.04205, -1.45562)  -0.46
H (4.98293, -4.20795, -0.53115)  0.25
H (3.23168, -4.51296, -0.80684)  0.31
H (3.80769, -3.83969, 0.74023)  0.29
H (3.54213, -0.37057, -1.77016)  0.26
H (1.23143, 0.24431, -2.38263)  0.31
H (1.56328, 0.77236, -0.84443)  0.22
N (-1.29213, -3.29112, 0.02801)  -0.48
C (-2.65428, -3.60972, -0.44326)  -0.70
C (-3.72587, -2.58923, -0.16046)  -0.55
C (-3.44359, -1.26218, -0.80564)  -0.72
N (-2.21313, -0.55375, -0.29656)  -0.38
H (-0.68990, -4.07909, -0.11684)  0.26
H (-1.29965, -3.12710, 1.02214)  0.25
H (-2.97863, -4.56383, 0.02248)  0.36
H (-2.58631, -3.82488, -1.51448)  0.32
H (-3.88305, -2.42402, 0.91543)  0.29
H (-4.67957, -2.96969, -0.54000)  0.32
H (-4.30335, -0.59544, -0.63970)  0.39
H (-3.32960, -1.39529, -1.88126)  0.36
H (-2.25054, -0.45489, 0.71253)  0.25
H (-2.23083, 0.39987, -0.60066)  0.06
Se (-0.21913, 2.40706, 0.16501)  -0.55
C (-0.71176, 3.74884, -1.02157)  0.31
C (-1.30581, 3.40437, -2.23352)  -0.32
C (-1.61670, 4.38658, -3.16886)  -0.64
C (-1.25396, 5.67235, -2.94897)  -0.40
C (-0.71493, 6.06684, -1.74368)  -0.53
C (-0.43061, 5.12288, -0.80965)  -0.40
H (-1.55496, 2.38418, -2.43382)  0.39
H (-2.13532, 4.13741, -4.09260)  0.35
H (-1.50568, 6.38699, -3.72514)  0.31
H (-0.42510, 7.11416, -1.60224)  0.31
H (0.09128, 5.39606, 0.07811)  0.36
C (2.34096, 1.69646, 2.60258)  -1.36
C (1.39141, 0.65510, 3.18093)  2.27
C (2.05386, -0.18671, 4.26031)  -1.79
C (0.14974, 1.28144, 3.86871)  -1.30
C (0.83571, -0.16975, 2.07908)  -0.71
N (0.37205, -0.79585, 1.23703)  -0.21
H (2.85422, 2.23520, 3.42841)  0.43
H (1.77672, 2.44250, 2.00503)  0.14
H (3.09542, 1.25863, 1.98976)  0.34
H (2.36247, 0.47032, 5.06888)  0.43
H (2.95803, -0.67544, 3.89766)  0.37
H (1.36369, -0.95063, 4.55863)  0.42
H (0.37946, 1.88577, 4.75556)  0.40
H (-0.55756, 0.49176, 4.19686)  0.35
H (-0.34594, 1.89281, 3.12097)  0.24
O (-0.82403, -3.56572, -4.37842)  -0.67
C (-0.68591, -2.73771, -3.52908)  0.71
N (-0.55280, -1.93482, -2.66939)  -0.71

3.
Here is a structure of composition C17H30N2PdS in a non-equilibrium geometry from the OMol25 dataset. Energies are from wB97M-V/def2-TZVPD.

As for the HOMO-LUMO gap: 6.93 eV.

Each line ends with the Mulliken charge.
Atoms and positions in Å:
Pd (5.04689, -5.52694, 11.88964)  0.09
C (6.18443, -8.66000, 12.68352)  -2.34
C (5.86605, -7.35212, 13.38941)  0.78
C (4.53729, -7.11272, 13.82716)  1.25
C (3.43822, -8.14892, 13.59762)  -2.39
C (4.19150, -5.93149, 14.49358)  0.86
C (2.80895, -5.76684, 15.00505)  -2.31
C (5.17647, -4.95730, 14.73663)  1.54
C (4.85629, -3.73280, 15.56221)  -2.64
C (6.46865, -5.10187, 14.21535)  1.14
C (7.42095, -3.94757, 14.19586)  -1.87
C (6.82907, -6.31093, 13.57134)  1.16
C (8.19159, -6.33336, 12.96320)  -2.42
H (5.46472, -8.86222, 11.89183)  0.47
H (6.13691, -9.49910, 13.38077)  0.43
H (7.17226, -8.62794, 12.25609)  0.27
H (3.11451, -8.64975, 14.53255)  0.36
H (3.79356, -8.92980, 12.92890)  0.39
H (2.56469, -7.73908, 13.10757)  0.44
H (2.47447, -4.74193, 14.98025)  0.49
H (2.70073, -6.07369, 16.04353)  0.38
H (2.09967, -6.34255, 14.41756)  0.38
H (4.60698, -2.88205, 14.93351)  0.38
H (5.68824, -3.42991, 16.17500)  0.54
H (4.00590, -3.89787, 16.23638)  0.44
H (8.38911, -4.16316, 14.65870)  0.36
H (7.03560, -3.05272, 14.67733)  0.40
H (7.67246, -3.69849, 13.16144)  0.24
H (8.94870, -5.91693, 13.62112)  0.48
H (8.23436, -5.75387, 12.02810)  0.22
H (8.54141, -7.33941, 12.71795)  0.47
C (2.70943, -4.86950, 8.44620)  -1.18
N (3.96741, -4.17939, 8.69463)  0.15
C (3.82341, -2.81910, 9.22904)  -1.01
C (5.01655, -4.94390, 9.14200)  0.52
S (6.13038, -4.34758, 10.25215)  -0.63
N (5.29919, -6.06749, 8.43899)  0.22
C (6.32645, -6.95476, 8.91968)  -1.01
C (5.00514, -6.19829, 7.03680)  -1.25
H (1.96214, -4.56164, 9.16122)  0.40
H (2.89484, -5.94358, 8.56522)  0.37
H (2.32213, -4.63829, 7.44707)  0.31
H (3.15213, -2.27610, 8.56817)  0.35
H (4.78215, -2.31058, 9.24640)  0.35
H (3.41576, -2.84474, 10.24484)  0.33
H (6.23710, -7.15840, 9.97373)  0.11
H (7.32037, -6.52496, 8.74118)  0.35
H (6.24374, -7.91072, 8.38843)  0.44
H (4.66724, -5.25378, 6.63149)  0.40
H (4.24424, -6.96242, 6.81919)  0.30
H (5.88175, -6.48825, 6.47617)  0.48

4.
Here is a structure of composition C17H30NO2P2Rh in a non-equilibrium geometry from the OMol25 dataset. Energies are from wB97M-V/def2-TZVPD.

For the energy above the lowest of the compared OMol25 structures with the same formula, charge and spin, the calculation gives 0.000 eV. As for the spin multiplicity: 5. As for the expectation value of S²: 6.0326. As for the HOMO-LUMO gap (spin up / spin down): 4.36 / 5.39 eV.

Each line ends with the Mulliken charge.
Atoms and positions in Å:
C (-3.17349, 2.47569, -1.72418)  -0.72
C (-2.08365, 1.99652, -0.99048)  0.29
N (-1.67312, 0.72421, -1.15737)  0.32
C (-2.26249, -0.09594, -2.04336)  0.33
C (-3.34937, 0.34545, -2.80261)  -0.64
C (-3.81543, 1.64399, -2.63387)  -0.81
C (-1.33807, 2.86644, -0.01906)  -1.00
P (0.36689, 2.22505, 0.20859)  1.45
Rh (-0.03610, -0.01158, 0.08300)  -1.43
P (-0.75645, -1.98454, -0.72194)  1.18
C (-1.73874, -1.51106, -2.20742)  -1.27
O (-2.32879, 2.85946, 2.54846)  -0.72
O (-0.78828, 0.96273, 3.42724)  -0.81
H (-3.47300, 3.50782, -1.56296)  0.47
H (-3.81076, -0.35979, -3.49247)  0.45
H (-4.66829, 2.00294, -3.20597)  0.36
C (1.38364, 2.95561, -1.10028)  -1.47
C (1.00342, 2.91393, 1.74807)  -1.23
H (-2.56116, -2.22591, -2.34875)  0.50
H (-1.07524, -1.58732, -3.08383)  0.39
H (-1.85905, 2.89924, 1.01550)  0.26
H (-1.26668, 3.89336, -0.39554)  0.53
C (0.41922, -3.26448, -1.21410)  -1.27
C (-1.98363, -2.81676, 0.33805)  -1.52
H (-0.71325, 0.39222, 2.58218)  -0.29
H (-0.05891, 0.69418, 4.00407)  0.26
H (-1.81228, 2.15380, 3.07292)  0.39
H (-3.27197, 2.69541, 2.67017)  0.29
H (0.88015, -0.01673, -1.24390)  0.04
H (-1.01903, -0.11099, 1.39742)  0.61
H (1.34763, 4.05325, -1.03754)  0.42
H (2.41875, 2.61109, -0.96728)  0.35
H (1.02341, 2.62436, -2.08261)  0.37
H (0.94710, 4.01049, 1.71316)  0.41
H (0.42359, 2.52116, 2.59429)  0.31
H (2.04813, 2.59818, 1.85603)  0.39
H (-2.42571, -3.67155, -0.19324)  0.46
H (-1.47535, -3.15595, 1.24961)  0.32
H (-2.76299, -2.09446, 0.61283)  0.36
H (-0.10751, -4.13610, -1.62770)  0.42
H (1.11337, -2.85400, -1.95779)  0.37
H (0.98878, -3.56157, -0.32456)  0.36
C (3.67790, -1.85198, 2.63867)  -0.07
C (2.36191, -2.06236, 3.05529)  -1.11
C (1.29447, -1.52907, 2.31646)  -0.09
C (1.56794, -0.77437, 1.18372)  1.12
C (2.87112, -0.54135, 0.76033)  -0.22
C (3.93180, -1.10010, 1.48772)  -0.85
H (4.50656, -2.27823, 3.21093)  0.39
H (2.15145, -2.63790, 3.95861)  0.36
H (0.25998, -1.71446, 2.60665)  0.39
H (3.04692, 0.05157, -0.13794)  0.28
H (4.96048, -0.94191, 1.15436)  0.35

no.,E_tot (eV)
1,-48424.9241
2,-103993.9546
3,-35410.5479
4,-45278.8382